[1]
Here is C5H5NO in the gas phase in a non-equilibrium geometry from OMol25. Energies are from ωB97M-V with the def2-TZVPD basis set.

Each line ends with the Löwdin charge.
Geometry (Å):
N (0.301, 0.031, -2.657)  0.16
C (-0.247, 0.063, -1.660)  -0.20
C (-0.779, 0.000, -0.293)  -0.25
C (-0.161, -1.158, 0.399)  -0.09
C (0.485, -0.808, 1.456)  -0.16
O (0.609, 0.523, 1.602)  -0.06
C (-0.179, 1.167, 0.558)  -0.08
H (-1.883, 0.072, -0.309)  0.15
H (-0.459, -2.240, 0.221)  0.14
H (1.017, -1.447, 2.128)  0.13
H (0.499, 1.738, -0.056)  0.12
H (-0.867, 1.889, 1.039)  0.14

Frontier orbital gap   0.3701 Eh
ΔE to the lowest compared entry with this formula, charge and spin   148.3 kJ/mol
Net charge   0
E_LUMO   0.8 eV
Calculated total energy   -323.46321 hartree

[2]
Here is C5H5NO in the gas phase from OMol25. Energies are from ωB97M-V with the def2-TZVPD basis set.

Each line ends with the Löwdin charge.
Geometry (Å):
O (-0.693, -0.283, -1.022)  -0.08
C (0.624, 0.139, -1.053)  0.09
C (-1.470, 0.751, -1.304)  -0.24
C (-2.016, 1.817, -1.374)  0.13
C (1.328, -0.536, 0.029)  -0.30
C (0.616, -0.409, 1.368)  -0.12
N (0.841, -1.698, 0.790)  0.05
H (-2.465, 2.780, -1.437)  0.03
H (2.403, -0.378, 0.048)  0.12
H (-0.393, -0.002, 1.391)  0.11
H (1.241, -0.153, 2.219)  0.11
H (-0.014, -2.028, 0.346)  0.10

Frontier orbital gap   0.3324 Eh
ΔE to the lowest compared entry with this formula, charge and spin   650.1 kJ/mol
Net charge   0
E_LUMO   -0.1 eV
Calculated total energy   -323.27206 hartree

[3]
Here is C5H5NO in the gas phase in a non-equilibrium geometry from OMol25. Energies are from ωB97M-V with the def2-TZVPD basis set.

Each line ends with the Löwdin charge.
Geometry (Å):
N (-0.270, -1.480, -2.412)  0.15
C (-0.119, -0.745, -1.530)  -0.24
C (0.055, 0.545, -0.833)  -0.20
C (0.931, 0.525, 0.413)  -0.02
C (-0.655, 0.576, 0.449)  -0.13
C (-0.590, -0.758, 1.025)  -0.27
O (-0.365, -1.739, 0.338)  0.01
H (0.105, 1.378, -1.520)  0.15
H (1.602, -0.339, 0.410)  0.14
H (1.321, 1.360, 0.966)  0.11
H (-1.186, 1.455, 0.841)  0.16
H (-0.616, -0.811, 2.113)  0.14

Frontier orbital gap   0.3719 Eh
ΔE to the lowest compared entry with this formula, charge and spin   316.7 kJ/mol
Net charge   0
E_LUMO   0.6 eV
Calculated total energy   -323.39904 hartree

[4]
Here is C5H5NO in the gas phase in a non-equilibrium geometry from OMol25. Energies are from ωB97M-V with the def2-TZVPD basis set.

Each line ends with the Löwdin charge.
Geometry (Å):
C (-0.142, -1.901, 0.297)  -0.06
O (-1.398, -2.003, -0.376)  -0.09
N (-1.499, -0.773, -1.126)  0.11
C (-0.574, 0.028, -0.613)  -0.26
C (0.296, -0.633, 0.381)  -0.08
C (1.053, 0.764, 0.466)  -0.10
C (-0.055, 1.381, -0.269)  -0.17
H (0.138, -2.913, 0.778)  0.14
H (0.933, 1.392, 1.340)  0.10
H (2.154, 0.708, 0.149)  0.14
H (-0.015, 2.042, -1.204)  0.14
H (-0.891, 1.908, 0.176)  0.12

Frontier orbital gap   0.3877 Eh
ΔE to the lowest compared entry with this formula, charge and spin   487.1 kJ/mol
Net charge   0
E_LUMO   0.9 eV
Calculated total energy   -323.33415 hartree

[5]
Here is a molecular structure, C5H5NO from OMol25. Energies are from ωB97M-V with the def2-TZVPD basis set.

Each line ends with the Löwdin charge.
Geometry (Å):
O (-1.827, -0.465, 1.887)  0.07
C (-1.128, -0.643, 0.924)  -0.25
C (-0.320, 0.445, 0.246)  -0.25
C (1.226, -0.010, 0.225)  -0.09
C (-0.629, 0.497, -1.264)  -0.04
C (0.650, 0.310, -1.556)  -0.15
N (1.827, 0.184, -1.200)  0.09
H (-1.014, -1.647, 0.460)  0.14
H (-0.469, 1.385, 0.791)  0.14
H (1.334, -1.060, 0.513)  0.11
H (1.822, 0.640, 0.864)  0.12
H (-1.557, 0.415, -1.799)  0.09

Frontier orbital gap   0.2883 Eh
ΔE to the lowest compared entry with this formula, charge and spin   449.8 kJ/mol
Net charge   0
E_LUMO   -0.4 eV
Calculated total energy   -323.34838 hartree

[6]
Here is C5H5NO in the gas phase in a non-equilibrium geometry from OMol25. Energies are from ωB97M-V with the def2-TZVPD basis set.

Each line ends with the Löwdin charge.
Geometry (Å):
C (1.152, -0.448, 1.616)  0.13
C (0.524, -0.721, 0.613)  -0.09
C (-0.440, -0.555, -0.495)  -0.25
C (-1.814, -0.680, 0.035)  -0.17
N (-2.883, -0.776, 0.466)  0.16
C (0.061, 0.858, -0.926)  -0.20
O (1.448, 0.805, -0.644)  -0.12
H (1.256, -0.570, 2.663)  0.06
H (-0.311, -1.265, -1.322)  0.15
H (-0.462, 1.647, -0.369)  0.13
H (-0.104, 1.028, -1.999)  0.13
H (1.582, 0.688, 0.361)  0.06

Frontier orbital gap   0.4080 Eh
ΔE to the lowest compared entry with this formula, charge and spin   379.5 kJ/mol
Net charge   0
E_LUMO   0.8 eV
Calculated total energy   -323.37515 hartree

[7]
Here is C5H5NO in the gas phase in a non-equilibrium geometry from OMol25. Energies are from ωB97M-V with the def2-TZVPD basis set.

Each line ends with the Löwdin charge.
Geometry (Å):
O (-1.845, 0.047, -0.567)  -0.07
C (-1.050, -0.845, 0.187)  -0.21
C (0.395, -0.365, 0.278)  -0.23
C (0.709, 0.822, -0.290)  -0.22
C (1.285, 2.049, -0.305)  0.21
C (1.369, -1.231, 0.848)  -0.19
N (2.145, -1.996, 1.249)  0.15
H (-2.030, 0.825, -0.023)  0.11
H (-1.442, -0.952, 1.211)  0.13
H (-1.126, -1.819, -0.300)  0.13
H (-0.097, 1.044, -1.035)  0.16
H (1.689, 2.421, -1.254)  0.03

Frontier orbital gap (spin up / spin down)   0.2706 / 0.2723 Eh
ΔE to the lowest compared entry with this formula, charge and spin   501.4 kJ/mol
Net charge   0
E_LUMO (spin up / spin down)   -1.3 / -1.2 eV
Calculated total energy   -323.32870 hartree

[8]
Here is C5H5NO in the gas phase from OMol25. Energies are from ωB97M-V with the def2-TZVPD basis set.

Each line ends with the Löwdin charge.
Geometry (Å):
O (1.101, 2.114, 0.726)  0.06
C (1.206, 0.924, 0.560)  -0.24
C (0.002, 0.005, 0.550)  -0.24
C (0.368, -1.434, 0.133)  -0.04
C (-0.699, -1.676, -0.627)  -0.10
N (-1.663, -0.941, -0.915)  0.08
C (-1.024, 0.396, -0.623)  -0.12
H (2.192, 0.456, 0.356)  0.13
H (-0.509, 0.112, 1.518)  0.15
H (1.355, -1.870, 0.101)  0.09
H (-0.517, 0.840, -1.489)  0.12
H (-1.813, 1.074, -0.291)  0.11

Frontier orbital gap (spin up / spin down)   0.2791 / 0.2991 Eh
ΔE to the lowest compared entry with this formula, charge and spin   440.2 kJ/mol
Net charge   0
E_LUMO (spin up / spin down)   -1.1 / -0.7 eV
Calculated total energy   -323.35203 hartree

[9]
Here is a molecular structure, C5H5NO in a non-equilibrium geometry from OMol25. Energies are from ωB97M-V with the def2-TZVPD basis set.

Each line ends with the Löwdin charge.
Geometry (Å):
O (-0.272, 0.323, 1.875)  0.09
C (-1.406, -0.141, 0.301)  0.05
C (-0.659, 0.918, -0.538)  -0.19
C (0.634, 0.059, -0.529)  -0.16
C (-0.317, -1.119, -0.190)  -0.19
C (0.808, 0.417, 1.378)  -0.44
N (1.821, 0.470, 0.718)  0.22
H (-1.097, 0.884, -1.547)  0.13
H (-0.657, 1.959, -0.202)  0.12
H (1.360, 0.043, -1.330)  0.12
H (-0.001, -1.939, 0.463)  0.12
H (-0.691, -1.553, -1.130)  0.13

Frontier orbital gap   0.3326 Eh
ΔE to the lowest compared entry with this formula, charge and spin   585.7 kJ/mol
Net charge   0
E_LUMO   0.5 eV
Calculated total energy   -323.29661 hartree

[10]
Here is C5H5NO2 in the gas phase in a non-equilibrium geometry from OMol25. Energies are from ωB97M-V with the def2-TZVPD basis set.

Each line ends with the Löwdin charge.
Geometry (Å):
C (-1.624, 1.072, -0.037)  -0.06
N (-2.346, -0.021, -0.338)  0.10
O (-1.390, -1.200, -0.347)  -0.10
C (-0.258, -0.699, 0.366)  -0.31
C (1.198, -1.097, -0.059)  -0.06
O (1.754, 0.198, -0.446)  -0.09
C (1.043, 1.225, 0.006)  -0.07
C (-0.175, 0.745, 0.131)  -0.19
H (-2.245, 2.046, 0.090)  0.14
H (-0.228, -1.170, 1.437)  0.18
H (1.271, -1.493, -1.155)  0.16
H (1.571, -1.851, 0.694)  0.14
H (1.429, 2.244, -0.343)  0.17

Frontier orbital gap   0.3211 Eh
ΔE to the lowest compared entry with this formula, charge and spin   553.2 kJ/mol
Net charge   0
E_LUMO   0.2 eV
Calculated total energy   -398.56776 hartree